# C3H4N2O

One molecule with the formula C3H4N2O in a non-equilibrium geometry (ωB97M-V/def2-TZVPD, OMol25).

```
10
C3H4N2O (ωB97M-V/def2-TZVPD)
O 2.2418 0.4378 -0.4317
C 1.0363 -0.1116 -0.1141
N 0.7799 -1.3508 0.0705
N -1.3911 -1.0346 0.4158
C -1.2894 0.2357 0.1032
C -0.0377 0.8163 0.0655
H 2.9452 -0.2276 -0.4095
H -2.2957 -1.4285 0.1036
H -2.1590 0.8357 -0.1804
H 0.1697 1.8275 0.3772
```

## Properties
Total charge: 0
Energy above the lowest of the compared OMol25 structures with the same formula, charge and spin: 103.5 kcal per mole
F_max: 1.00 eV Å⁻¹
LUMO energy (spin up / spin down): -1.46 / -0.51 eV